# 1
The following is a DFT calculation (the ωB97M-V functional and the def2-TZVPD basis) of a molecular structure, C48H67N3O4SeSiV.

The geometry in XYZ format:
```
125
Properties=species:S:1:pos:R:3:forces:R:3
Se 0.1368 1.7770 -2.7050 0.064 0.562 -0.230
V -0.8217 0.8838 -0.3440 2.808 -0.851 -1.749
Si -0.7233 3.8377 -2.9713 0.147 0.151 -0.307
O -2.9829 1.7753 -1.2817 0.159 -0.073 -0.039
O -4.3216 -0.6872 2.2445 0.005 0.110 0.106
O 0.5809 4.1466 1.6824 -0.316 -0.009 0.105
O -1.8894 -0.1054 -1.6483 -0.829 -0.963 -0.371
N 0.7974 2.0121 0.8220 -0.370 -0.028 0.042
N -1.7050 1.4970 1.1932 -2.111 1.128 2.578
N -2.3767 -1.2302 1.1368 0.443 0.479 -0.088
C 3.1069 2.7248 0.2207 -0.227 0.012 0.060
C 4.2916 -0.7065 -1.1970 -0.118 -0.036 0.041
C -2.7987 0.7305 -1.9353 -0.721 0.196 -0.549
C -3.1920 -3.5116 0.5541 -0.063 0.059 0.058
C 1.7544 0.7687 3.2148 0.112 0.043 0.070
C -2.2663 -1.9347 4.6738 0.077 0.125 -0.125
C 3.4074 -2.5772 0.8404 -0.089 -0.027 -0.093
C -3.6832 0.4457 -3.1403 0.243 -0.044 0.173
C 1.3094 -4.5154 0.2128 -0.035 0.022 -0.058
C -0.8019 4.9188 -1.4197 0.094 -0.209 -0.112
C 2.4660 -1.5595 -2.6896 -0.032 -0.036 0.008
C 4.9648 1.8979 1.5344 0.025 0.013 -0.012
C -0.0410 -4.4052 -2.3575 0.050 0.101 0.100
C 1.0253 -3.3849 -2.0282 0.064 -0.044 -0.013
C 0.0175 -2.8448 4.2568 -0.096 -0.034 -0.046
C 1.7126 -3.4805 -0.8104 0.006 0.016 -0.023
C -2.2235 3.7007 1.9674 -0.094 0.182 0.008
C -2.4671 4.0011 -3.7144 0.116 -0.206 0.095
C 3.1377 -1.6403 -1.4697 0.004 -0.014 -0.069
C -2.9188 1.0746 1.5909 0.015 0.200 0.287
C 1.3495 -2.3692 -2.9315 -0.002 -0.008 0.034
C -3.5176 3.2998 2.2653 0.198 -0.154 -0.086
C 2.7316 -2.5742 -0.5112 0.059 -0.001 -0.048
C -1.3460 2.7750 1.4420 -0.128 -0.195 0.195
C -1.7942 -4.5151 2.7463 0.024 -0.115 0.006
C -1.8347 -3.1469 2.5357 -0.032 0.242 -0.230
C -2.4071 -5.4002 1.8770 0.005 -0.032 -0.012
C 2.7023 1.3449 2.1784 -0.190 -0.065 -0.201
C -3.3142 -3.2417 -1.9507 -0.115 -0.052 0.121
C 2.9300 -0.5982 -3.7560 -0.072 0.002 0.045
C -2.4969 -2.6008 1.3910 -0.095 -0.488 0.201
C 2.6407 3.6900 -0.8488 0.123 0.120 -0.003
C -3.2584 -0.3993 1.6444 -0.150 -0.680 0.194
C 0.1182 3.0633 1.2810 0.797 0.122 0.086
C 4.0724 1.2773 2.3924 0.107 -0.012 0.024
C 2.8362 5.1258 -0.3389 -0.031 -0.062 0.018
C -1.2207 -2.2441 3.5906 -0.044 -0.080 0.096
C 0.4885 -2.0697 -4.1376 0.083 0.011 0.067
C -3.1095 -4.8802 0.8102 0.053 -0.074 0.011
C 4.4722 2.6313 0.4732 0.062 -0.042 0.022
C -4.0913 -3.1698 -0.6323 0.061 0.256 -0.068
C -4.8785 -1.8678 -0.5051 -0.038 -0.116 0.004
C 2.1977 2.0310 1.0453 0.352 0.016 -0.024
C 0.3708 4.7014 -4.2786 -0.075 0.058 0.251
C 3.3433 3.4950 -2.1912 -0.035 -0.099 0.077
C -3.8454 1.9633 2.1143 -0.118 0.147 0.019
C 1.3903 1.8582 4.2363 -0.109 -0.069 -0.136
C 2.3265 -0.4321 3.9666 -0.033 0.107 -0.052
H 2.1760 -5.0278 0.6358 -0.035 0.003 0.018
H -3.2551 -0.3528 -3.7421 -0.028 -0.048 -0.013
H -0.3832 -4.3130 -3.3851 -0.052 -0.007 0.044
H -4.6748 0.1553 -2.7911 -0.021 -0.003 -0.008
H 2.9990 -3.3367 1.5023 0.016 0.042 0.015
H -3.6353 -5.5588 0.1442 -0.018 0.029 -0.021
H -0.0526 5.6704 -4.5652 0.010 0.010 -0.014
H 3.9950 -0.3898 -3.6613 -0.022 0.032 -0.025
H 2.3805 0.3468 -3.6987 0.044 0.035 0.000
H -2.7107 5.0614 -3.8457 0.067 0.006 0.015
H 2.2847 2.1447 4.7980 -0.004 -0.002 0.014
H 0.3884 -0.9877 -4.2400 -0.017 -0.007 -0.062
H 2.6615 -1.2117 3.2806 -0.028 -0.033 0.111
H 0.4530 -2.1131 4.9351 -0.133 -0.225 0.044
H 0.9131 -2.4669 -5.0665 -0.033 0.000 -0.015
H 6.0332 1.8272 1.7074 -0.006 0.008 0.008
H 2.9733 4.2298 -2.9093 0.100 -0.052 0.038
H 0.7731 -3.1247 3.5194 0.037 -0.002 0.039
H -4.8353 -3.9749 -0.6644 0.019 -0.014 0.057
H -1.0854 5.9436 -1.6797 -0.037 -0.006 -0.049
H -0.9284 -1.3091 3.1072 -0.051 0.024 -0.047
H 0.7597 -4.0372 1.0248 -0.037 -0.040 0.155
H -3.1562 -1.4939 4.2305 -0.102 0.034 -0.027
H -2.3535 -6.4701 2.0450 -0.020 0.004 -0.010
H 2.4934 5.8496 -1.0848 0.005 -0.014 -0.009
H -2.5124 -2.5048 -1.9543 0.041 0.120 -0.068
H -1.8593 -1.2408 5.4171 -0.005 -0.024 -0.004
H -2.5537 -2.8606 5.1832 0.011 0.019 -0.002
H 3.2673 -1.6067 1.3206 0.090 -0.015 0.009
H -1.8691 4.7076 2.1385 0.069 -0.017 -0.035
H 0.1346 4.9544 -0.8630 -0.053 0.038 0.000
H 3.1667 -0.1410 4.6022 0.026 -0.005 -0.016
H 0.3584 -5.4152 -2.2419 -0.025 -0.023 0.005
H 2.2696 5.2683 0.5812 0.012 0.027 -0.016
H 3.1163 2.5069 -2.5909 0.034 -0.018 -0.048
H 1.0046 2.7495 3.7469 -0.033 0.082 -0.041
H 4.4881 -0.5984 -0.1341 0.027 0.030 0.023
H -0.2310 -3.7270 4.8522 0.003 0.005 -0.020
H -5.6748 -1.8397 -1.2559 0.042 -0.013 -0.058
H -1.5627 4.5139 -0.7480 -0.041 0.023 -0.014
H 1.3864 4.8623 -3.9094 -0.113 0.016 -0.042
H 4.0759 0.2890 -1.5785 0.058 0.082 -0.007
H 1.5799 3.5159 -1.0105 0.007 -0.062 -0.012
H -3.7708 1.3549 -3.7314 -0.021 0.035 -0.015
H -0.9025 -4.3054 -1.6941 0.106 -0.090 -0.047
H -4.2439 4.0051 2.6497 0.003 0.021 0.013
H -4.2325 -1.0069 -0.6475 -0.002 0.050 -0.043
H 0.6381 1.4900 4.9409 0.025 -0.003 0.003
H -0.5168 -2.4660 -4.0161 0.006 0.027 -0.035
H -2.8782 -4.2360 -2.0781 -0.081 0.055 -0.035
H 0.8438 0.4573 2.6968 -0.021 0.023 0.004
H 4.4628 0.7456 3.2522 -0.056 -0.022 -0.020
H -2.5466 3.5119 -4.6888 0.031 -0.030 0.008
H 0.4398 4.0727 -5.1692 -0.028 -0.020 -0.001
H -3.2004 3.5598 -3.0390 -0.034 -0.030 0.021
H -5.3227 -1.7781 0.4854 0.001 0.018 -0.034
H -1.2751 -4.9122 3.6112 -0.018 0.042 -0.030
H 4.4830 -2.7501 0.7484 0.013 0.026 0.047
H 0.6487 -5.2711 -0.2002 -0.017 -0.014 0.000
H -4.8078 1.5675 2.4030 0.036 -0.062 -0.003
H 2.7581 -1.0120 -4.7500 -0.001 -0.006 -0.028
H -3.9823 -3.0531 -2.7964 0.029 0.073 -0.023
H 5.1669 3.1635 -0.1666 -0.026 0.008 -0.027
H 3.8943 5.3178 -0.1317 0.008 0.021 -0.052
H 4.4278 3.6118 -2.1107 0.007 0.035 0.002
H 1.5587 -0.8484 4.6171 0.233 0.189 -0.087
H 5.2081 -1.0686 -1.6774 0.017 0.057 0.012
```
Positions in Å, forces in eV/Å.

Summary:
- Orbital gap (spin up / spin down): 6.00 / 6.67 eV
- Multiplicity: 4
- ⟨S²⟩: 3.7643
- Charge: -2
- ΔE to the lowest compared entry with this formula, charge and spin: 20.3 kcal per mole
- Energy: -5969.677895 a.u.
- M: 908.1 g mol⁻¹
- Highest occupied orbital energy (spin up / spin down): -0.0582 / -0.0831 Ha



# 2
The following is a DFT calculation (the ωB97M-V functional and the def2-TZVPD basis) of a molecular structure, C48H69AsN7O4OsPSTe.

The geometry in XYZ format:
```
133
Properties=species:S:1:pos:R:3:forces:R:3
Os 0.0327 0.0416 -0.1847 0.072 0.192 -0.589
Te 1.3299 1.4377 -3.9598 -0.071 0.188 0.022
As -0.2138 2.3275 1.2057 -0.099 -0.079 0.092
S -1.4943 -1.5735 -0.9830 0.038 0.022 0.104
P -1.1024 -0.8930 3.0692 -0.019 0.082 -0.041
O -2.4460 1.2490 -0.3142 -0.011 -0.056 -0.075
O 2.8936 0.5841 1.6057 0.122 0.024 0.045
O 0.9512 -1.5690 0.7835 0.225 -0.033 0.159
O 2.0880 1.0026 -0.4599 0.130 -0.148 0.059
N 0.0942 -2.4248 5.0659 -0.001 0.006 -0.010
N -1.8360 -4.1521 -0.9433 -0.021 -0.008 -0.038
N 0.1599 -3.6046 -0.0312 -0.059 0.068 -0.060
N -0.6039 1.0850 -1.5885 0.146 0.114 0.306
N -2.1302 -1.5992 5.5646 0.014 -0.003 0.001
N 5.0948 1.8282 1.3309 -0.008 -0.025 0.113
N -1.8485 -3.4363 3.9959 0.022 0.018 0.007
C 1.2293 3.0587 2.2931 -0.050 0.020 0.011
C 2.0538 -3.3263 -3.3141 -0.004 0.037 -0.021
C 2.2690 -3.4997 1.0581 -0.062 -0.034 0.001
C 4.3008 1.6244 -7.1054 -0.030 0.023 0.010
C 2.5445 -0.0792 -6.6945 -0.076 -0.070 -0.077
C 4.5435 -4.7589 2.0410 0.005 -0.001 0.002
C 3.5601 -5.5055 1.4047 -0.017 0.009 -0.003
C -2.9042 3.1205 -4.6412 -0.032 -0.019 0.010
C -2.1428 -0.5232 4.5684 -0.029 -0.060 0.020
C 6.1151 3.2371 -7.7347 0.043 0.020 0.006
C -2.7201 -2.7974 5.0959 0.024 -0.069 -0.056
C 5.0063 2.7945 -6.8313 -0.032 -0.025 0.003
C 2.4249 -4.8802 0.9170 0.051 -0.015 -0.041
C -0.4313 -3.6430 4.5696 -0.076 -0.037 -0.047
C -0.9857 -3.1902 -0.6016 0.022 -0.151 -0.026
C -4.7431 1.7703 -3.8666 -0.017 0.010 -0.009
C -1.9142 1.4111 -1.4315 -0.482 -0.078 -0.058
C -2.1572 2.7260 -3.5431 0.022 0.020 -0.029
C -4.0065 1.3927 -2.7550 -0.045 0.037 0.026
C 3.2350 4.0538 -3.7281 -0.025 0.059 0.071
C 2.9339 -1.0599 -3.2710 -0.038 0.011 0.011
C 3.2575 -2.7543 1.6997 0.006 -0.017 0.026
C -0.8230 -6.2646 -1.7585 0.046 -0.034 0.006
C -0.7902 -1.8620 6.0857 -0.002 0.028 0.018
C 2.2868 -4.7956 -3.1305 0.035 -0.050 -0.043
C -3.0861 -3.9068 -1.6778 0.029 -0.005 0.001
C 2.9095 1.9728 -5.1894 0.080 -0.148 -0.065
C -1.8153 -2.5829 2.7599 -0.011 -0.085 0.039
C 0.6083 -1.4717 -3.9300 0.082 -0.024 0.025
C 4.2565 1.7849 0.0888 0.004 -0.029 0.070
C -0.7144 -1.0010 -4.4645 -0.051 0.025 0.005
C -2.7056 1.8606 -2.5987 0.175 0.107 -0.059
C 4.1298 -0.1732 -3.0627 0.074 0.045 -0.002
C 3.0872 -2.4240 -3.0773 -0.003 0.009 0.002
C 0.8250 -2.8311 -3.7355 0.009 0.007 0.025
C -4.1939 2.6308 -4.8079 0.006 0.001 -0.002
C 4.3896 -3.3863 2.1888 0.016 -0.002 0.016
C 2.9554 1.0357 0.4620 -0.019 0.064 -0.142
C -1.5702 -5.5703 -0.6362 -0.045 0.087 0.050
C 1.0494 -2.8264 0.5455 -0.028 0.075 0.094
C -4.2564 -3.6311 -0.7477 -0.027 0.006 -0.002
C -0.4614 3.8192 -0.0074 0.047 0.004 0.042
C 0.3989 -1.4637 4.0010 0.014 -0.018 0.025
C 1.6788 -0.5963 -3.6911 -0.069 -0.106 0.031
C 3.2527 1.1910 -6.3099 0.067 -0.015 -0.014
C -1.7077 2.5245 2.4246 0.025 0.030 -0.009
C 3.5953 3.1648 -4.8907 -0.028 0.018 -0.010
C 4.6351 3.5489 -5.7204 0.027 0.000 0.005
H 4.5350 1.2580 2.0127 -0.040 0.007 -0.096
H 2.9075 3.4987 -2.8438 0.048 -0.025 -0.022
H -4.3861 -4.4465 -0.0341 -0.001 -0.003 -0.001
H -4.7775 2.9309 -5.6678 -0.001 0.006 0.000
H 0.3131 3.7923 -0.7727 -0.019 0.005 -0.011
H 3.1229 -1.6879 1.8156 -0.003 0.024 -0.015
H 4.0923 4.6595 -3.4372 -0.013 0.010 -0.011
H -1.2231 -3.1123 2.0112 0.006 0.026 0.020
H 3.8601 0.8239 -2.7114 -0.036 -0.025 0.036
H -0.6536 -7.3104 -1.5034 -0.016 -0.008 -0.002
H 6.0208 1.4196 1.2083 -0.019 0.019 0.016
H 2.3221 -5.0490 -2.0683 0.006 0.013 0.017
H -0.5413 -4.3794 5.3659 0.022 0.008 0.010
H 3.6798 -6.5745 1.2919 0.000 -0.002 -0.001
H -1.9661 3.5819 2.4798 -0.001 -0.005 0.008
H 5.1561 -2.8144 2.6955 -0.005 0.006 0.003
H -2.5471 -6.0255 -0.4685 0.019 -0.042 -0.014
H -2.5555 1.9592 2.0482 0.012 -0.007 -0.001
H 0.8792 -0.5909 4.4482 0.005 0.003 -0.006
H -4.1107 -2.6973 -0.2036 0.010 -0.004 0.008
H -2.9343 -3.0876 -2.3793 -0.019 0.003 0.020
H 2.4324 4.7471 -3.9927 -0.012 -0.022 -0.026
H -5.7533 1.4062 -3.9958 0.001 -0.014 0.003
H -2.8369 -2.4921 2.3865 0.003 0.016 -0.013
H 5.1745 4.4630 -5.5017 -0.001 0.003 0.011
H 4.8060 -0.6349 -2.3419 0.007 0.021 0.007
H 3.2400 -5.0952 -3.5660 0.006 0.013 0.008
H -3.1715 -0.3256 4.2587 -0.002 0.001 0.009
H 5.4274 -5.2496 2.4263 0.004 0.005 -0.001
H -0.8672 -2.5653 6.9160 0.005 0.000 0.002
H 3.0294 -0.9546 -6.2562 0.000 0.012 0.006
H 1.5023 -5.3858 -3.6000 0.011 0.008 -0.015
H -2.2376 -4.3505 3.7615 -0.010 0.004 0.016
H -0.3626 -0.9324 6.4562 0.004 -0.009 0.012
H -1.4639 -1.7863 -4.3815 0.004 -0.007 -0.015
H 1.5689 2.3395 3.0338 0.003 -0.010 -0.020
H -4.4317 0.7397 -2.0038 0.013 -0.003 0.007
H 4.6877 -0.0391 -3.9920 -0.015 -0.005 -0.016
H 5.2099 2.7715 1.7012 0.020 -0.030 -0.006
H 1.4970 -0.0999 -6.3899 0.032 0.054 -0.019
H -1.1607 3.1241 -3.3913 -0.015 -0.014 0.008
H -1.3829 -6.2397 -2.6939 -0.017 0.022 0.000
H 0.8534 3.9542 2.7876 0.006 0.001 0.002
H -0.6350 -0.7385 -5.5231 -0.009 0.008 0.004
H 4.0528 2.7974 -0.2491 -0.053 -0.013 -0.023
H 4.7999 1.2540 -0.6867 -0.034 -0.026 -0.044
H 1.1183 -1.8953 3.3023 -0.023 -0.008 0.025
H 4.0528 -2.7990 -2.7553 -0.001 -0.013 0.004
H 1.6544 -5.4531 0.4196 -0.008 0.008 0.007
H 0.0155 -3.5223 -3.9452 0.002 -0.009 0.003
H -3.2676 -4.8022 -2.2715 -0.029 -0.007 0.009
H 2.5605 -0.1999 -7.7764 0.047 -0.009 -0.001
H 5.7053 3.6123 -8.6745 -0.004 -0.002 -0.003
H -1.7782 0.3898 5.0422 0.010 0.001 -0.007
H 0.1760 -4.0480 3.7593 0.034 0.004 0.017
H -5.1791 -3.5462 -1.3201 0.006 0.004 -0.013
H -1.0994 -0.1288 -3.9281 0.022 0.004 0.028
H 2.0599 3.3450 1.6480 0.002 -0.011 0.008
H -0.3839 4.7418 0.5675 0.010 0.004 -0.019
H 0.1426 -5.7865 -1.9135 -0.043 -0.015 0.031
H 6.7765 2.4062 -7.9791 -0.010 -0.006 -0.009
H 4.5693 1.0411 -7.9787 -0.002 -0.004 -0.004
H -1.4422 3.7731 -0.4734 -0.002 -0.019 0.001
H -1.4203 2.1839 3.4179 -0.003 -0.014 -0.005
H -3.7031 -2.6293 4.6573 -0.007 0.023 0.026
H -2.4933 3.8146 -5.3620 0.012 0.004 0.003
H -1.0082 -5.6253 0.2918 0.014 0.001 0.002
H 6.7075 4.0321 -7.2865 -0.009 0.004 0.001
H -2.7843 -3.5404 5.8911 -0.016 0.015 0.011
```
Positions in Å, forces in eV/Å.

Summary:
- Orbital gap (spin up / spin down): 7.80 / 5.83 eV
- Multiplicity: 6
- ⟨S²⟩: 8.7784
- Charge: +3
- ΔE to the lowest compared entry with this formula, charge and spin: 0.0 kcal per mole
- Energy: -5887.854393 a.u.
- M: 1263.9 g mol⁻¹
- Highest occupied orbital energy (spin up / spin down): -0.5261 / -0.5465 Ha